--- i ---
C5H14 | wB97M-V/def2-TZVPD

```
19
Properties=species:S:1:pos:R:3:nbo_charge:R:1
C -0.8436 0.4180 -1.2034 -0.4064
C -0.6615 1.2582 0.0233 -0.5879
C -1.0036 1.1666 -2.5208 -0.5924
H 0.0056 -0.2721 -1.3750 0.2923
H -1.6483 -0.3205 -1.1071 0.2673
H 0.3806 1.5845 0.2022 0.3045
H -0.2433 1.9130 -2.7904 0.2486
H -0.9095 0.3801 -3.2689 0.2488
H -1.9176 1.7564 -2.6109 0.2550
H -1.0709 2.2995 -0.0281 0.3250
H -1.1371 0.8454 0.9090 0.2518
C 1.2303 -0.6469 1.7238 -0.5949
C 1.0448 -2.1186 1.6089 -0.6225
H 0.3488 -0.1951 2.1889 0.2344
H 2.1058 -0.2784 2.2861 0.2965
H 1.4003 -0.1462 0.7548 0.2454
H -0.0130 -2.3374 1.8625 0.2712
H 1.3670 -2.6677 2.5316 0.3112
H 1.5652 -2.6388 0.8134 0.2519
```

M	74.167	g/mol
HOMO (alpha / beta)	-16.13 / -14.68	eV
LUMO energy (alpha / beta)	-2.72 / -10.86	eV
total charge	+1
gap between HOMO and LUMO (alpha / beta)	13.41 / 3.83	eV
<S²>	0.753
multiplicity	2

=====

--- ii ---
C5H14 | wB97M-V/def2-TZVPD

```
19
Properties=species:S:1:pos:R:3:nbo_charge:R:1
C 0.8842 0.7362 1.8486 -0.5252
C 0.1406 0.9197 3.1812 -0.6061
H 0.1482 0.2572 1.1485 0.2097
H 1.2156 1.6355 1.3259 0.2289
H 1.7711 0.1257 1.9845 0.2362
H 0.3136 0.0171 3.7493 0.2280
H -0.9286 1.0457 3.0297 0.2255
H 0.5143 1.7950 3.7128 0.2582
C -0.7509 -0.6502 -2.2114 -0.3296
C -1.1711 -0.4514 -0.7724 -0.5441
C 0.7590 -0.7455 -2.6290 -0.5615
H -1.2989 -1.5280 -2.5654 0.2930
H -1.1007 0.3039 -2.6537 0.2895
H -0.5522 0.2589 -0.1734 0.2883
H -1.1091 -1.4517 -0.3212 0.2566
H 0.8806 -0.2797 -3.5949 0.2554
H 1.3164 -0.2225 -1.8405 0.2476
H -2.1774 -0.0066 -0.6643 0.3037
H 1.1453 -1.7594 -2.5540 0.2456
```

M	74.167	g/mol
HOMO (alpha / beta)	-16.18 / -15.50	eV
LUMO energy (alpha / beta)	-2.84 / -10.73	eV
total charge	+1
gap between HOMO and LUMO (alpha / beta)	13.34 / 4.77	eV
<S²>	0.754
multiplicity	2

=====

Stability, lowest: i

=====

--- i ---
C30H72AsF6N8O6 | wB97M-V/def2-TZVPD

```
123
Properties=species:S:1:pos:R:3:mulliken_charge:R:1
As -19.7796 -19.0513 -10.8898 2.0192
F -20.8587 -18.7133 -9.5355 -0.5026
F -20.1106 -20.7562 -10.7800 -0.4345
F -18.6292 -19.3478 -12.1241 -0.3957
F -19.2501 -17.3476 -10.8657 -0.5810
F -18.4798 -19.3539 -9.7167 -0.4418
F -21.1189 -18.7917 -11.9690 -0.5040
C -21.8753 -15.4986 -15.9339 -1.4307
C -21.5263 -14.7696 -14.6197 -0.2159
N -20.1193 -14.8468 -14.2133 0.0513
C -19.8331 -13.9096 -13.1352 -1.1684
C -20.4119 -14.2272 -11.7519 -0.3899
C -19.8106 -16.2424 -13.9272 -0.4425
C -18.3492 -16.4952 -13.5935 -1.3579
H -22.7925 -15.0312 -16.3051 0.4255
H -22.0127 -16.5615 -15.7501 0.3204
H -21.2059 -15.3348 -16.7796 0.3126
H -21.8739 -13.7479 -14.7956 0.4563
H -22.1311 -15.1728 -13.7949 0.2350
H -18.7445 -13.9581 -13.0246 0.4147
H -20.0965 -12.8886 -13.4076 0.4719
H -20.0491 -13.4322 -11.0955 0.5054
H -21.5036 -14.2253 -11.7989 0.3369
H -20.0938 -15.1814 -11.3365 -0.1619
H -20.0478 -16.9500 -14.7259 0.3288
H -20.4686 -16.6393 -13.1393 0.4251
H -17.7018 -16.1449 -14.4053 0.5517
H -18.2405 -17.5767 -13.5941 0.2193
H -17.9425 -16.0045 -12.7121 0.1339
C -16.2123 -20.9714 -7.2938 -0.8566
C -14.8929 -20.4188 -6.7364 -0.7899
N -14.9549 -18.9775 -6.5354 0.9686
C -13.6389 -18.3730 -6.4071 -0.7144
C -12.9055 -18.1995 -7.7547 -1.0852
C -15.7867 -18.5920 -5.3827 -0.5470
C -15.4141 -19.2259 -4.0112 -1.6676
H -16.5365 -20.4428 -8.1921 0.0330
H -16.9969 -20.8474 -6.5488 0.0716
H -16.0938 -22.0051 -7.6211 0.4707
H -14.6579 -20.8350 -5.7483 0.3401
H -14.1133 -20.6900 -7.4489 0.4762
H -13.7539 -17.3514 -6.0462 0.3844
H -13.0155 -18.9321 -5.6920 0.2510
H -11.9027 -17.7978 -7.6101 0.4305
H -12.8254 -19.0849 -8.3862 0.2497
H -13.5199 -17.4741 -8.2921 0.2315
H -16.8190 -18.8186 -5.6407 0.1027
H -15.6829 -17.5324 -5.1466 0.5135
H -15.7329 -20.2733 -4.0597 0.3970
H -16.1164 -18.8546 -3.2621 0.4685
H -14.3772 -19.1304 -3.7069 0.3044
C -21.0115 -23.3796 -17.0903 -0.9216
C -20.4604 -22.1153 -16.4212 0.6031
O -20.1432 -21.0928 -17.0046 -0.6883
N -20.4208 -22.2234 -15.0687 0.1237
C -20.2437 -21.1115 -14.1652 -0.9813
H -21.6040 -24.0257 -16.4516 0.1960
H -20.1445 -23.8649 -17.5397 0.2163
H -21.6442 -23.0389 -17.9120 0.3381
H -20.8510 -23.0893 -14.7586 0.1410
H -21.2175 -21.1186 -13.6518 0.3836
H -20.0302 -20.1047 -14.4990 0.3289
H -19.5765 -21.3172 -13.3252 0.2339
C -12.1751 -17.6081 -11.6203 -1.1284
C -13.6867 -17.4478 -11.5047 0.7014
O -14.2243 -16.4210 -11.8888 -0.6555
N -14.3618 -18.5321 -11.0643 -0.0418
C -15.8201 -18.6633 -11.1110 -0.5448
H -11.7968 -16.8858 -12.3317 0.3457
H -11.9123 -18.6394 -11.8534 0.3291
H -11.8033 -17.4110 -10.6090 0.2119
H -13.8345 -19.2968 -10.6867 0.2584
H -16.1057 -19.3539 -10.3269 0.0319
H -16.1119 -19.0367 -12.0932 0.2964
H -16.3075 -17.6945 -11.0376 0.1351
C -19.5193 -16.7936 -3.5024 -1.0763
C -19.5232 -18.2123 -4.0968 0.8595
O -19.5716 -19.2015 -3.3786 -0.7024
N -19.5519 -18.2592 -5.4415 0.1302
C -19.8281 -19.4425 -6.2346 -1.0742
H -18.7825 -16.7043 -2.7030 0.3013
H -20.4579 -16.7146 -2.9465 0.3105
H -19.4314 -15.9803 -4.2199 0.2317
H -19.5002 -17.4273 -6.0047 -0.0694
H -20.8412 -19.8392 -6.2261 0.3886
H -19.0869 -20.1725 -5.8976 0.2946
H -19.5209 -19.1717 -7.2447 0.2352
C -22.0068 -22.4399 -8.3827 -0.2706
C -23.3005 -23.2501 -8.3686 0.4264
O -23.8716 -23.5832 -9.3933 -0.6614
N -23.6980 -23.6032 -7.1166 -0.2024
C -24.8242 -24.4849 -6.8163 -0.9085
H -21.6017 -22.4241 -7.3739 0.2607
H -22.2037 -21.5096 -8.9079 0.0608
H -21.2733 -23.0316 -8.9316 0.0948
H -23.0726 -23.4608 -6.3463 0.2616
H -25.1894 -24.1965 -5.8306 0.3525
H -24.5162 -25.5278 -6.8537 0.2666
H -25.6162 -24.1953 -7.5062 0.3029
C -21.0105 -23.6844 -11.6577 -0.6051
C -21.7299 -24.2925 -12.7883 0.5039
O -21.1727 -24.7365 -13.7979 -0.7542
N -23.0759 -24.1388 -12.7304 -0.0819
C -24.0274 -24.9001 -13.5121 -0.9872
H -21.3165 -24.3114 -10.8150 0.5683
H -21.3456 -22.6526 -11.5866 0.0003
H -19.9453 -23.8138 -11.8269 0.1761
H -23.4894 -23.6778 -11.9323 0.2586
H -25.0404 -24.5519 -13.3208 0.3763
H -23.9876 -25.9825 -13.3898 0.2967
H -23.8441 -24.6582 -14.5640 0.2578
C -20.8352 -14.8916 -7.7011 -1.0534
C -19.3862 -15.1452 -7.3493 0.8205
O -18.8061 -14.4488 -6.5207 -0.6937
N -18.8000 -16.1884 -7.9562 0.4906
C -17.4135 -16.5929 -7.7911 -0.8784
H -21.0552 -13.8548 -7.4530 0.3659
H -21.4912 -15.6259 -7.2373 0.2566
H -21.0389 -14.9228 -8.7760 0.1734
H -19.0742 -16.4593 -8.8934 -0.1909
H -17.1603 -16.7471 -6.7424 0.1196
H -16.6901 -15.8505 -8.1366 0.5232
H -17.2916 -17.5488 -8.2949 0.1177
```

M	829.866	g/mol
HOMO	-5.90	eV
LUMO energy	2.10	eV
total charge	-1
gap between HOMO and LUMO	8.00	eV

=====

--- ii ---
C30H72AsF6N8O6 | wB97M-V/def2-TZVPD

```
123
Properties=species:S:1:pos:R:3:mulliken_charge:R:1
As 0.2234 -0.2179 0.5677 1.8322
F 1.4731 -1.2397 1.4391 -0.5281
F -0.9386 -1.4753 1.0657 -0.4214
F -1.0980 0.7855 -0.2354 -0.4262
F 1.5186 0.9983 0.0699 -0.5433
F 0.4584 -1.1487 -0.9509 -0.5010
F -0.0890 0.7923 2.0497 -0.4692
C -1.8965 -1.0296 5.2639 -1.2022
C -1.1185 -2.1665 4.5955 0.0524
N -1.0826 -3.2999 5.4955 0.4454
C -0.9394 -4.5799 4.7647 -0.1476
C -2.3251 -4.9553 4.4147 -1.3482
C -0.0640 -3.1389 6.5347 -0.3862
C -0.3529 -3.9404 7.7429 -1.4427
H -1.8897 -0.1028 4.6902 0.2413
H -1.4238 -0.9232 6.2403 0.2716
H -2.9558 -1.1677 5.4809 0.3229
H -1.5466 -2.3022 3.6023 -0.2075
H -0.1276 -1.8159 4.3068 0.2117
H -0.1999 -4.5322 3.9654 -0.1530
H -0.4980 -5.4199 5.3009 0.5265
H -2.8033 -4.1837 3.8113 0.1906
H -2.4572 -5.9159 3.9168 0.4344
H -3.0373 -5.1110 5.2251 0.3927
H 0.0982 -2.1125 6.8636 0.3497
H 0.9306 -3.4286 6.1958 0.3407
H -0.4477 -5.0129 7.5729 0.2954
H -1.2907 -3.6432 8.2123 0.3043
H 0.4190 -3.7234 8.4812 0.4400
C 3.9148 1.5169 -2.0654 -1.3649
C 3.1705 0.7752 -3.2090 -0.3202
N 3.0690 1.5907 -4.4586 1.2766
C 2.2125 0.8192 -5.3546 0.0986
C 2.8468 -0.2822 -6.1872 -1.5987
C 4.2495 2.1384 -5.0764 -0.7921
C 3.9850 2.9374 -6.4032 -1.4013
H 3.2257 2.2651 -1.6739 0.1625
H 4.7622 2.0758 -2.4624 0.3682
H 3.9928 0.9538 -1.1354 0.4759
H 3.7087 -0.1612 -3.3564 0.3503
H 2.2471 0.3256 -2.8440 0.0428
H 1.3541 0.3961 -4.8327 -0.6488
H 1.7235 1.5046 -6.0468 0.5750
H 3.3511 -1.0124 -5.5544 0.2396
H 2.0245 -0.7992 -6.6817 0.4585
H 3.5865 0.1400 -6.8675 0.3907
H 4.7822 1.2398 -5.3874 0.6110
H 4.8228 2.7982 -4.4252 0.3207
H 3.0992 3.5577 -6.2667 0.2983
H 3.6964 2.2371 -7.1871 0.3036
H 4.8077 3.4987 -6.8462 0.3570
C -3.9176 -0.8958 -0.1608 -0.5808
C -5.0096 -0.8195 -1.1902 0.4207
O -5.9016 -1.5609 -1.1081 -0.6164
N -4.9422 0.1896 -2.0934 -0.1057
C -6.0024 0.5605 -2.9894 -1.0605
H -2.9090 -1.0869 -0.5272 0.0667
H -4.0217 -1.8183 0.4104 0.2299
H -3.7453 -0.0665 0.5254 0.2905
H -4.3270 0.9747 -1.9346 0.2552
H -6.0027 1.6479 -2.9153 0.3690
H -7.0447 0.3520 -2.7483 0.3301
H -5.8026 0.3353 -4.0370 0.2777
C 0.9558 -4.3050 1.5849 -0.6575
C -0.3627 -4.9341 1.1384 0.8365
O -0.3697 -5.9954 0.6052 -0.7052
N -1.4382 -4.2426 1.1521 0.5056
C -2.7990 -4.7983 0.7141 -0.7291
H 0.7888 -3.7928 2.5324 -0.0061
H 1.3811 -3.6207 0.8508 0.1444
H 1.6396 -5.1047 1.8698 0.3354
H -1.3530 -3.2547 1.3442 -0.2104
H -3.2564 -5.3297 1.5487 0.2760
H -2.7562 -5.5359 -0.0872 0.3527
H -3.4504 -3.9546 0.4860 0.1093
C 0.6566 -2.3627 -4.1598 -0.7400
C -0.4402 -1.5715 -5.0312 0.6503
O -0.5457 -1.8639 -6.1693 -0.6362
N -1.1178 -0.7106 -4.2842 0.1253
C -2.0574 0.1830 -4.9069 -1.0064
H 1.6152 -2.5566 -4.6409 0.2442
H 0.3003 -3.3815 -4.0079 0.3445
H 0.8795 -1.8865 -3.2049 0.0676
H -1.0192 -0.8379 -3.2871 0.0302
H -1.6094 0.9051 -5.5896 0.2679
H -2.7152 0.6289 -4.1608 0.2507
H -2.6791 -0.4569 -5.5331 0.3894
C -2.4935 3.3858 1.3357 -0.8104
C -1.1820 3.9956 1.0179 0.8401
O -1.0853 5.0712 0.4580 -0.6794
N -0.1007 3.3292 1.4233 0.4528
C 1.2812 3.8187 1.4827 -0.6173
H -2.2784 2.4486 1.8490 0.0278
H -3.2506 3.2166 0.5700 0.2189
H -3.0084 3.9696 2.0986 0.3284
H -0.2489 2.4347 1.8682 -0.0798
H 1.7792 3.5159 0.5616 -0.0765
H 1.6907 3.3514 2.3783 0.0969
H 1.3822 4.8793 1.7132 0.4205
C 3.3391 1.4727 4.5411 -1.0345
C 2.1283 1.9125 5.2780 0.8360
O 2.2768 2.6816 6.2334 -0.7238
N 0.9342 1.5914 4.8421 0.3021
C -0.2263 2.2499 5.2208 -1.1630
H 3.9405 2.3675 4.3808 0.2651
H 3.0498 0.7529 3.7754 0.1419
H 3.9727 0.8574 5.1799 0.4082
H 0.8567 0.9836 4.0391 -0.1366
H -0.0218 3.3157 5.3219 0.3862
H -0.7653 2.0213 6.1403 0.3412
H -1.0127 2.3346 4.4709 0.2827
C -0.1518 3.0630 -2.9711 -0.3318
C 0.7888 4.2965 -2.7787 0.6180
O 0.4983 5.2393 -2.0002 -0.7037
N 1.9951 4.2511 -3.3476 0.1567
C 2.9836 5.2986 -3.5419 -1.0550
H 0.5428 2.2354 -3.1146 -0.1592
H -0.7190 3.0574 -3.9019 0.4074
H -0.8715 2.9414 -2.1615 0.1577
H 2.2384 3.3643 -3.7652 -0.3151
H 3.2196 5.3934 -4.6018 0.3077
H 3.9957 5.0805 -3.2010 0.3300
H 2.7301 6.2841 -3.1513 0.3658
```

M	829.866	g/mol
HOMO	-6.56	eV
LUMO energy	1.77	eV
total charge	-1
gap between HOMO and LUMO	8.33	eV

=====

Stability, lowest: ii